Record 1
Entry from the Open Molecules 2025 dataset: C3H3NS2 in the gas phase (ωB97M-V/def2-TZVPD).

Values from the calculation:
* relative energy (zero: lowest compared OMol25 entry of this formula, charge and spin): 3.857 eV
* structure (SMILES): C#CC(=S)NS
* frontier orbital gap: 7.92 eV
* HOMO: -8.4 eV
* charge: 0
* E: -26315.4303 eV

Positions of all 9 atoms, in Å:
1 C 0.267568 -0.113611 -0.325080
2 C 0.193242 -1.349815 0.537006
3 C 0.539311 -2.460098 1.016651
4 H -0.529436 1.035118 2.045907
5 H -0.552645 1.487399 -1.118748
6 H 0.667004 -3.191198 1.872621
7 N -0.420696 0.861048 -0.125934
8 S -1.532930 1.102934 1.032652
9 S 1.367881 0.033473 -1.613258

Cartesian forces (eV/Å) of the 2 atoms listed first:
C 6.151 -7.964 -2.072
C 1.989 -2.250 0.261

Mulliken population analysis, charges in e, atoms 1 to 8:
1 C 0.617
2 C -0.518
3 C -0.212
4 H 0.177
5 H 0.343
6 H 0.319
7 N -0.237
8 S -0.122

Record 2
Entry from the Open Molecules 2025 dataset: a molecular structure, C35H33F9N7O4S2 (ωB97M-V/def2-TZVPD).

Values from the calculation:
* frontier orbital gap: 8.90 eV
* HOMO: -6.8 eV
* charge: -1
* E: -101578.7132 eV

Positions of all 90 atoms, in Å:
1 C 5.139831 -3.427842 2.936451
2 S 3.871856 -3.100840 1.714793
3 O 2.820723 -4.055618 1.960349
4 O 4.474850 -3.311726 0.438229
5 N 3.398781 -1.546550 1.756090
6 S 2.757626 -1.132994 3.143636
7 O 3.529864 -1.481981 4.291075
8 O 2.495408 0.263529 3.113903
9 C 1.078962 -1.903162 3.426061
10 F 0.475439 -1.131506 4.306375
11 F 1.235333 -3.071711 4.005543
12 C 0.146798 -1.960589 2.199958
13 F 0.711307 -2.391565 1.108526
14 F -0.207674 -0.702772 1.961665
15 C -1.166147 -2.752764 2.402107
16 F -2.030275 -2.298303 1.484525
17 F -1.722613 -2.523061 3.555175
18 C -1.063415 -4.300093 2.162757
19 F -1.624015 -4.644307 1.043810
20 F -1.749262 -4.909472 3.121513
21 F 0.130218 -4.755051 2.202831
22 H 5.699906 -2.548970 3.211639
23 H 5.761222 -4.208602 2.529231
24 H 4.637728 -3.843596 3.796991
25 N -1.890871 0.498619 -1.697994
26 C -2.371903 0.444364 -2.939738
27 C -2.753309 -0.729760 -3.568910
28 C -2.626133 -1.919182 -2.869694
29 C -2.127520 -1.886566 -1.578752
30 C -1.776894 -0.656464 -1.039775
31 H -2.451018 1.399572 -3.449421
32 H -3.138752 -0.711135 -4.579594
33 H -2.911662 -2.859208 -3.325737
34 H -2.011170 -2.791782 -1.000631
35 H -1.384629 -0.579676 -0.038031
36 N 5.685692 3.215534 3.595324
37 C 4.792105 2.336471 3.133249
38 C 4.102615 2.495833 1.937865
39 C 4.353104 3.631773 1.185498
40 C 5.276507 4.556360 1.650799
41 C 5.911710 4.299584 2.854449
42 H 4.623954 1.465998 3.754730
43 H 3.392516 1.751841 1.612845
44 H 3.838412 3.798075 0.249276
45 H 5.499132 5.456102 1.090301
46 H 6.644759 4.994013 3.255224
47 N 3.017400 5.821648 -0.887615
48 C 2.755740 6.779300 -0.001909
49 C 2.277411 8.035069 -0.345331
50 C 2.062486 8.311315 -1.684903
51 C 2.330768 7.327175 -2.621509
52 C 2.803391 6.104234 -2.170555
53 H 2.941986 6.517403 1.034845
54 H 2.079539 8.774831 0.418226
55 H 1.690603 9.279976 -1.995014
56 H 2.176994 7.501685 -3.677685
57 H 3.023961 5.302560 -2.867489
58 N -3.928221 -8.344742 3.482938
59 C -4.834363 -9.192995 3.002058
60 C -5.530748 -8.989880 1.820645
61 C -5.273526 -7.836572 1.098104
62 C -4.335900 -6.940626 1.581730
63 C -3.691912 -7.240479 2.773532
64 H -5.005925 -10.081022 3.601666
65 H -6.254923 -9.716411 1.477364
66 H -5.796704 -7.639404 0.170592
67 H -4.105375 -6.028270 1.048835
68 H -2.950816 -6.571279 3.185420
69 N 1.861336 0.590452 -7.369118
70 C 1.068979 -0.445625 -7.101092
71 C 0.436147 -0.637229 -5.882469
72 C 0.640339 0.299040 -4.883657
73 C 1.462619 1.382309 -5.140711
74 C 2.044624 1.480378 -6.395444
75 H 0.940253 -1.155495 -7.911550
76 H -0.199176 -1.497672 -5.720705
77 H 0.166441 0.185219 -3.917178
78 H 1.648712 2.134368 -4.386267
79 H 2.693871 2.313761 -6.642620
80 N -5.541872 2.930055 -1.551223
81 C -4.463464 2.589092 -0.844262
82 C -4.008344 3.300326 0.256130
83 C -4.708590 4.429389 0.642997
84 C -5.831119 4.800695 -0.079843
85 C -6.202875 4.018644 -1.161990
86 H -3.943678 1.703770 -1.182098
87 H -3.127376 2.974610 0.792003
88 H -4.384832 5.012641 1.496036
89 H -6.406218 5.676626 0.188993
90 H -7.076737 4.270312 -1.754391

Cartesian forces (eV/Å) of the 2 atoms listed first:
C -0.519 -0.047 0.285
S 0.299 -0.685 -1.015

Mulliken population analysis, charges in e, atoms 1 to 8:
1 C -1.018
2 S 1.132
3 O -0.617
4 O -0.769
5 N -0.564
6 S 1.573
7 O -0.729
8 O -0.745

Record 3
Entry from the Open Molecules 2025 dataset: a molecular structure, C34H58Cl2O16S3 (ωB97M-V/def2-TZVPD).

Values from the calculation:
* frontier orbital gap: 7.36 eV
* HOMO: -7.4 eV
* charge: 0
* E: -126481.5325 eV

Positions of all 113 atoms, in Å:
1 C -2.716758 0.378690 1.827097
2 C -3.561015 0.418629 3.065929
3 C -4.359566 1.762509 3.203685
4 S -3.067117 2.958505 2.597902
5 O -2.132727 3.206307 3.721070
6 O -3.622046 4.098165 1.844299
7 C -2.275327 1.887716 1.494255
8 H -3.220520 -0.214723 1.064092
9 H -1.832352 -0.240861 1.975804
10 H -2.909460 0.184715 3.907846
11 H -4.316785 -0.365194 3.116426
12 H -4.605326 1.999486 4.238830
13 H -5.177619 1.754387 2.483402
14 H -1.211746 1.909137 1.256699
15 H -2.772860 2.291778 0.612596
16 C 0.242827 1.019283 -4.345532
17 C -0.966244 0.215023 -4.584080
18 C -0.620474 -1.174106 -3.995861
19 S 1.091162 -1.461465 -4.712084
20 O 1.045817 -2.200748 -5.980196
21 O 1.854775 -1.864146 -3.592168
22 C 1.509877 0.365946 -5.056911
23 H 0.352897 1.176545 -3.272569
24 H 0.138068 2.041542 -4.708985
25 H -1.193041 -0.032070 -5.621202
26 H -1.862434 0.692661 -4.188102
27 H -1.399412 -1.935382 -4.038637
28 H -0.526174 -1.122920 -2.911163
29 H 1.285950 0.326027 -6.122919
30 H 2.516532 0.770840 -4.953048
31 C 2.808697 -0.074040 3.051201
32 C 1.308391 -0.144924 3.144798
33 C 1.004946 -1.345775 4.067266
34 S 2.272714 -2.628733 3.942642
35 O 1.701643 -3.679067 3.126608
36 O 2.857200 -2.955000 5.273586
37 C 3.406888 -1.522989 2.991170
38 H 3.411020 0.376720 3.839945
39 H 3.005764 0.548183 2.178217
40 H 1.047081 -0.480881 2.141328
41 H 0.836199 0.786848 3.456128
42 H 0.048741 -1.868162 4.096873
43 H 1.113050 -0.995356 5.093726
44 H 3.383893 -1.816359 1.941640
45 H 4.433350 -1.711939 3.305464
46 O -3.012843 0.409253 -4.128819
47 C -3.022561 -0.405202 -3.201856
48 O -2.431150 -1.579806 -3.316101
49 C -2.776340 -2.543158 -2.324545
50 C -3.550721 -1.740177 -1.294701
51 C -3.550398 -0.286255 -1.794721
52 H -1.889258 -3.132044 -2.091290
53 H -3.523383 -3.144718 -2.842388
54 H -2.994130 -1.703280 -0.358257
55 H -4.580512 -2.046380 -1.110655
56 H -2.887986 0.382159 -1.244679
57 H -4.546688 0.123945 -1.959824
58 O 0.620949 2.390309 0.156793
59 C 1.509523 2.887542 0.804123
60 O 2.757097 2.560429 0.540566
61 C 3.617449 3.355862 1.319900
62 C 2.727010 3.962186 2.331012
63 C 1.399553 4.060577 1.782714
64 H 4.072495 4.085190 0.649752
65 H 4.472460 2.729822 1.575127
66 H 3.182517 4.902490 2.641574
67 H 2.698789 3.216422 3.125458
68 H 1.175122 4.949329 1.192925
69 H 0.509330 3.954268 2.402638
70 O 1.787411 3.092858 -4.677476
71 C 2.464614 2.758192 -3.725400
72 O 1.904307 2.029442 -2.745266
73 C 2.677148 2.043467 -1.621728
74 C 4.044296 2.434453 -2.089385
75 C 3.763090 3.268518 -3.272311
76 H 2.810185 1.195274 -0.950188
77 H 2.240273 2.848282 -1.030540
78 H 4.665644 1.594347 -2.399644
79 H 4.582263 2.925933 -1.278740
80 H 4.497060 3.270804 -4.078146
81 H 3.551404 4.280272 -2.926417
82 O -0.479391 -0.860893 2.208292
83 C -1.114009 -1.782228 2.699396
84 O -1.500825 -1.847923 3.929397
85 C -2.515197 -2.847970 4.041627
86 C -2.197515 -3.893440 3.003959
87 C -1.737239 -2.941938 1.872501
88 H -3.478824 -2.344337 3.964997
89 H -2.257203 -3.207885 5.037611
90 H -3.033543 -4.563210 2.802565
91 H -1.448335 -4.610202 3.340244
92 H -2.594173 -2.566596 1.313136
93 H -1.002044 -3.330250 1.167654
94 O -2.122710 1.230474 -0.487050
95 C -0.945868 0.789394 -0.456579
96 O -0.297036 0.402809 -1.553102
97 C 1.072205 -0.076994 -1.356575
98 C 1.286896 0.111810 0.102543
99 C -0.122301 0.308523 0.697959
100 H 1.553273 0.605568 -2.057126
101 H 1.093091 -1.119717 -1.673418
102 H 1.959847 0.937351 0.334292
103 H 1.819152 -0.779197 0.435580
104 H -0.085600 0.974588 1.559999
105 H -0.516352 -0.685696 0.908562
106 Cl -0.954381 -4.067545 -3.473711
107 C 0.068709 -4.228073 -1.989323
108 C 0.572706 -2.988412 -1.329611
109 Cl -0.731323 -2.022568 -0.866895
110 H 0.909602 -4.891392 -2.191855
111 H -0.635283 -4.735232 -1.329555
112 H 0.829069 -2.322801 -2.153835
113 H 1.312107 -3.111423 -0.538248

Cartesian forces (eV/Å) of the 2 atoms listed first:
C -0.229 1.209 -0.481
C -1.018 0.073 1.411

Mulliken population analysis, charges in e, atoms 1 to 8:
1 C 1.015
2 C -0.884
3 C -1.072
4 S 1.267
5 O -0.737
6 O -0.747
7 C 0.585
8 H -0.051

Record 4
Entry from the Open Molecules 2025 dataset: C18H23N5O2S in the gas phase (ωB97M-V/def2-TZVPD).

Values from the calculation:
* relative energy (zero: lowest compared OMol25 entry of this formula, charge and spin): 1.729 eV
* structure (SMILES): CCCCc1ccc(Nc2nc3c(ncn3COCCO)c(=S)[nH]2)cc1
* frontier orbital gap: 8.32 eV
* HOMO: -7.9 eV
* charge: 0
* E: -41419.7540 eV

Positions of all 49 atoms, in Å:
1 S -3.475302 3.486745 -0.618578
2 N -1.080548 1.105320 2.360623
3 N -3.521181 3.793253 2.718467
4 O 0.860046 0.717965 4.132738
5 O -0.871060 2.590646 5.924388
6 C -2.607605 2.695019 0.549842
7 C -0.865576 1.088775 1.075954
8 C -3.338828 3.424364 3.984594
9 C -2.706760 2.918022 2.015616
10 C -2.043408 2.040958 2.823576
11 C 0.374308 0.365864 -1.711918
12 C 0.425871 -1.738457 -0.532654
13 C 0.623061 -0.254617 -2.914152
14 C 0.603490 -2.405609 -1.745795
15 C 0.298620 -0.364450 -0.531220
16 C 0.683050 -1.646102 -2.932005
17 N -1.610087 1.809051 0.137890
18 N 0.125460 0.210244 0.711608
19 N -2.410544 2.392768 4.128603
20 C -1.941321 1.786019 5.389451
21 C 1.792656 -3.219492 -7.053274
22 C 1.287115 1.829812 4.952325
23 C 0.390263 1.928008 6.200729
24 C 0.780621 -2.358226 -4.259022
25 C 2.354856 -3.781370 -5.755119
26 C 2.239619 -2.832476 -4.559904
27 H -0.009315 0.954649 3.677610
28 H -3.858477 3.913466 4.827436
29 H 0.297291 1.468606 -1.694654
30 H 0.258977 -2.332086 0.389648
31 H 0.753352 0.306831 -3.854132
32 H 0.575342 -3.486316 -1.700730
33 H -1.463922 1.636113 -0.856915
34 H 0.579435 -0.188765 1.526841
35 H -2.721172 1.733060 6.112914
36 H -1.559031 0.784430 5.213016
37 H 2.130751 -2.201238 -7.328898
38 H 2.074190 -3.878931 -7.847631
39 H 0.676859 -3.179237 -6.994440
40 H 1.211151 2.747006 4.346099
41 H 2.306962 1.643095 5.245982
42 H 0.915942 2.551210 6.973519
43 H 0.208796 0.903515 6.595387
44 H 0.068650 -3.218713 -4.246519
45 H 0.477196 -1.684333 -5.051659
46 H 3.400421 -4.038814 -5.910783
47 H 1.855705 -4.734903 -5.516954
48 H 2.822228 -1.943849 -4.729916
49 H 2.631851 -3.336831 -3.667983

Cartesian forces (eV/Å) of the 2 atoms listed first:
S 0.183 -0.332 0.472
N -2.010 1.792 1.529

Mulliken population analysis, charges in e, atoms 1 to 8:
1 S -0.336
2 N -0.534
3 N -0.650
4 O -0.612
5 O -0.381
6 C -0.286
7 C 0.163
8 C -0.187